Below is a 9-piece molecular cluster, C24H72N6O9 overall, with properties calculated with the ωB97M-V functional and the def2-TZVPD basis.

XYZ file:
```
111
Properties=species:S:1:pos:R:3:forces:R:3
H -1.3780 2.2789 4.8668 0.2139 0.2146 -0.2819
C -1.8540 2.7704 2.7739 0.2852 -0.1547 0.2993
N 2.1155 5.4165 -2.1296 0.1552 0.4155 -0.6233
C 0.3302 4.9180 -3.6405 -0.2162 -0.7136 -0.0273
H -0.5890 -1.5954 -5.9583 0.7284 -0.1082 -0.3044
H 2.4144 -2.3966 1.9705 0.2161 -0.0369 -0.0937
C -0.2175 -3.1418 -3.7776 0.4175 -0.7776 -0.2955
H 2.6051 -3.4203 4.1978 0.0943 0.1467 0.0582
H -2.2011 5.9552 4.9842 -0.0046 -0.0465 0.1040
H 0.6873 2.9655 -1.7983 0.0102 0.3559 -0.0011
H -0.1233 -1.4082 1.6320 0.2196 0.1249 0.3674
H 4.3186 -5.0783 4.0752 0.0464 0.2923 -0.1396
H 2.8208 2.8288 0.7382 0.0382 -0.0188 -0.0635
H -1.3599 -2.3772 -0.8236 0.1101 0.1037 0.0326
H -0.5622 -1.4543 3.4014 0.2801 -0.4712 -0.0668
H -2.2334 -4.9962 1.1247 -0.1404 0.0057 0.0861
C -0.6267 -3.8213 1.8922 -0.4099 -0.2652 -0.8366
C 3.3316 -2.5244 5.9883 0.5851 1.1206 0.1780
N -0.6158 2.2900 2.1472 0.7116 0.2490 -0.3448
H 0.2170 -3.2015 -0.9781 -0.1019 -0.2384 -0.0182
C -0.6721 6.4688 -5.0368 -0.0482 0.8239 -0.1062
H 0.1282 2.3195 2.8486 -0.2497 -0.3524 0.0792
H 3.8645 0.0491 -0.3855 0.0542 0.3020 0.0530
H -0.1516 0.8709 -3.0261 -0.0414 0.0670 -0.0024
H -1.4554 4.7643 2.1261 0.0492 -0.0950 -0.0117
H -0.2597 5.1819 -2.7523 -0.1921 0.1029 -0.1033
H 2.0490 6.3321 -2.5828 -0.1834 -0.1126 0.2631
H -3.0297 1.9552 4.4652 -0.1145 0.2594 -0.2902
H -2.7237 2.6223 2.1318 0.1671 -0.2174 -0.2609
O 4.5913 0.0707 -1.0163 0.0614 -0.3114 -0.2180
H -0.4856 7.4402 -5.5009 0.1619 -0.1422 -0.0625
O -1.5523 -2.7869 2.0842 -0.3680 0.1579 0.6723
H 1.1477 -3.1463 -5.4296 -0.2161 -0.0594 -0.1128
H 0.1278 -3.8643 2.6872 0.0586 0.0548 0.0114
H -5.5954 0.3745 -0.7863 0.1456 -0.0572 0.0045
C -2.2720 0.8433 -4.4109 0.0248 -0.5616 0.1870
H -1.6270 -0.7454 2.2368 -0.1809 -0.2263 -0.1322
H -1.3084 -3.9178 -1.6757 0.1490 -0.1650 0.1701
H 0.1090 0.6826 0.5338 -0.0016 0.1729 0.0519
H -0.3764 -0.7552 -4.7055 1.0077 -0.0113 0.0251
H -2.8534 4.3436 5.4315 -0.0137 0.2283 0.2529
C 4.3286 -2.2849 3.7204 1.1304 -0.4379 0.8488
H 2.7788 -1.6905 -4.5655 0.0988 -0.1009 0.0676
C -5.5865 0.1103 -1.8493 -0.0934 -0.1452 -0.2847
C -1.8493 -5.5953 3.1841 -0.8057 0.4903 -0.8339
O -0.4883 -2.3051 -2.6940 -0.5614 -0.1444 1.1939
H 0.1747 -6.4028 1.9608 -0.1269 -0.2414 -0.1281
H -3.1936 -0.0239 -1.1622 0.3612 0.3644 -0.1181
H 2.4286 2.8067 -1.9594 0.0023 -0.1365 -0.1179
H 2.9244 -3.1546 6.7752 -0.2686 -0.0818 -0.1315
C -1.3901 -5.1365 1.8005 1.1958 -0.7534 0.2635
H -1.4304 1.3495 -4.8885 0.0010 0.1408 0.1799
H -3.1954 1.2807 -4.7827 -0.0933 -0.1158 -0.0065
O -4.5152 0.7116 -2.5418 -0.1132 0.0100 -0.0933
C -0.7429 -3.0097 -1.4612 -0.0268 0.5606 -0.8325
H -0.1484 -3.6481 0.9126 0.3456 -0.0754 0.4479
C 0.7705 -2.4402 -4.6886 0.2140 0.4593 0.1972
H 3.1182 5.3376 -1.9713 -0.1204 -0.3871 0.0614
H 4.8336 -2.8499 2.9262 -0.5479 0.0411 -0.3511
H -1.0256 -5.7440 3.8791 0.1533 0.0315 -0.0470
C -1.7548 4.2401 3.0429 0.1524 1.1265 -0.0475
H -6.5153 0.4537 -2.3008 0.0262 0.0732 -0.0034
H -0.1770 4.0941 -4.1645 -0.1104 0.0954 -0.1008
H 0.2401 -4.0766 -3.4259 -0.0044 0.0192 0.0070
H 5.1876 -1.8725 4.2710 -0.2887 0.2924 -0.0008
C -3.2923 0.0670 -2.2601 -0.6631 -0.6300 1.1420
C 1.5174 3.0605 -2.5041 0.0128 -0.0999 -0.2550
H -2.3026 1.9024 -2.5342 -0.4674 -0.0635 -0.1491
N -0.5280 -6.2178 1.2433 0.2195 0.5499 0.3559
H 2.3438 1.3715 0.6551 0.0680 0.3069 -0.1182
H 1.3291 2.3200 -3.2904 0.2681 -0.0243 0.0700
O 3.1268 1.9229 0.8425 -0.2161 -0.1133 0.1953
H -0.8137 -0.5325 -2.5084 0.4754 0.6190 0.0402
H -3.3525 -0.9933 -2.5728 0.2668 0.2187 -0.4698
C 1.9628 -1.9313 -3.8863 0.2177 0.4461 0.3285
H 2.3753 4.3854 -3.9731 -0.2244 -0.1063 -0.1625
H 4.2654 -2.0881 6.3671 0.0737 -0.3975 0.0348
N -0.8414 0.4942 -2.3845 -1.0225 -1.4185 -0.2706
C 1.6513 4.4372 -3.1521 0.8473 -0.0971 1.3242
H -0.2490 2.9679 1.4752 -0.4665 -0.1152 -0.1905
O -2.9765 4.8152 3.4459 -0.4745 0.1355 -0.0491
O 0.8899 0.4557 0.0079 0.0507 -0.3355 0.1575
C 3.5836 -3.2095 4.6716 -0.5839 -1.1624 -0.3884
C -2.9956 5.2244 4.7951 0.3265 -0.3103 0.0338
N 4.3025 -4.4891 4.9025 -0.1428 0.3462 0.0434
H -1.0462 5.7947 -5.8121 -0.1823 -0.1480 0.1681
H -2.2067 -0.2167 -4.6971 -0.3363 0.2417 -0.2499
H 1.7081 -1.0012 -3.3677 -0.1375 -0.0155 -0.1506
H 2.3083 -2.5892 -3.0851 0.0121 -0.3030 -0.3078
H 2.7242 -1.6322 5.8140 -0.3643 -0.2935 0.1140
H 4.1685 0.0978 -1.8801 -0.0004 0.0121 0.0335
C -2.0251 1.9700 4.0387 -0.3428 -0.8877 0.8155
H 3.7591 -5.0227 5.5750 0.1851 0.0748 0.1043
H -0.9803 4.4447 3.7969 0.0363 -0.1286 -0.0819
H -1.7749 0.9260 3.8353 -0.0502 0.0158 -0.0119
O 0.5302 6.0070 -4.4837 0.0289 0.4616 -0.2166
H -3.9487 5.6897 5.0236 -0.1508 -0.0486 -0.1437
C -2.1987 0.8676 -2.8841 1.4164 1.5914 -0.0912
H -2.5124 -4.8086 3.5522 0.0213 -0.2251 0.3299
O 3.4892 -1.2505 3.2829 0.4174 0.4644 -0.0386
H 0.5372 0.2391 -0.8691 -0.2555 0.3339 0.0504
H 3.8123 -1.5898 1.2405 0.2247 0.0991 0.1634
N 0.2046 -1.2727 -5.3832 -1.6588 -0.1562 -0.0250
C -0.9192 -1.5677 2.3712 -0.1087 0.8463 -0.5332
H 0.0267 -5.8744 0.4589 -0.2918 -0.0030 -0.0441
H -1.1517 -3.4106 -4.2852 0.0052 0.0340 -0.1568
H -2.4082 -6.5215 3.0622 -0.0239 -0.0431 0.2416
H -1.4140 6.6630 -4.2534 -0.1487 -0.3195 -0.0847
C 3.0242 -1.4725 1.9910 -1.0969 -0.8752 -0.8081
H 2.3254 -0.7119 1.6408 0.3004 0.3460 0.4346
H -5.5352 -0.9806 -1.9631 -0.0931 0.0379 0.1470
```
Positions in Å, forces in eV/Å.

Properties
relative energy (zero: lowest compared OMol25 entry of this formula, charge and spin)	0.845	eV
HOMO level	-9.3	eV
gap between HOMO and LUMO	0.358	hartree

Here are the Löwdin charges for atoms 1 to 2, given in e:
1. H 0.09
2. C -0.44